[1]
Entry from the Open Molecules 2025 dataset: C19H23ClN4O2 in the gas phase at a distorted geometry (wB97M-V/def2-TZVPD).

XYZ file:
```
49
Properties=species:S:1:pos:R:3:mulliken_charge:R:1
C -1.44 -1.87 3.11 -0.85
H -1.11 -0.82 3.13 0.21
H -2.17 -2.06 3.63 0.42
H -0.54 -2.48 3.28 0.37
O -1.85 -2.36 1.55 -0.41
C -1.01 -2.07 0.79 0.94
N 0.08 -1.50 1.22 -0.58
C 1.06 -1.23 -0.04 0.26
N 0.89 -1.69 -1.26 -0.37
C -0.17 -2.33 -1.49 0.65
C -1.29 -2.24 -0.53 -0.67
H -2.28 -2.80 -0.89 0.07
C -0.35 -2.93 -3.00 -1.34
H 0.56 -2.44 -3.41 0.33
H -0.58 -3.83 -3.04 0.56
H -1.28 -2.26 -3.23 0.25
N 2.28 -0.80 0.46 0.11
C 3.28 -0.53 -0.46 -0.86
C 3.55 1.08 -1.08 -0.79
C 3.47 1.99 0.28 -1.34
H 3.43 2.96 -0.30 0.34
H 4.30 1.88 0.89 0.62
C 2.28 1.82 1.13 0.19
C 0.96 2.14 0.45 0.43
O 1.05 3.13 -0.81 -0.72
N -0.03 1.44 0.60 0.50
C -1.23 1.12 -0.24 0.63
C -1.03 1.35 -1.64 -2.03
C -2.23 0.95 -2.32 -0.66
C -3.39 0.84 -1.82 -0.95
C -3.57 1.12 -0.58 1.28
C -2.55 1.21 0.21 -0.09
C -2.72 1.46 1.82 -1.72
H -1.88 1.65 2.28 0.56
H -3.11 0.41 2.25 0.27
H -3.51 2.35 1.99 0.34
Cl -5.15 0.89 -0.04 -0.24
H -4.28 0.72 -2.26 0.75
H -2.03 0.93 -3.48 0.20
H -0.19 1.38 -1.93 1.26
H 0.01 0.65 1.51 -0.15
C 2.19 0.32 1.78 -1.88
H 1.44 -0.05 2.28 1.23
H 3.24 -0.07 2.07 0.40
H 2.24 2.44 1.87 0.94
H 4.50 1.01 -1.64 0.42
H 2.66 1.11 -1.60 0.29
H 3.26 -1.29 -1.34 0.34
H 4.27 -0.69 -0.14 0.47
```

As for the SMILES: COc1cc(C)nc(N2CCC[C@@H](C(=O)Nc3cccc(Cl)c3C)C2)n1. The calculation puts the total energy at -1566.9511 Ha. As for the LUMO energy: 0.231 eV. The net charge is 0. The energy above the lowest of the compared OMol25 structures with the same formula, charge and spin comes out at 372.87 kcal/mol. The calculation puts the HOMO energy at -7.82 eV.

---

[2]
Entry from the Open Molecules 2025 dataset: 2 unconnected molecules or ions with the total composition C2H5O2S2 at a distorted geometry (wB97M-V/def2-TZVPD).

XYZ file:
```
11
Properties=species:S:1:pos:R:3:mulliken_charge:R:1
C 0.21 0.01 0.17 -0.86
S 1.84 -0.63 -0.13 -0.04
S 3.03 0.94 0.54 -0.24
H 0.05 0.54 1.11 0.35
H -0.10 0.68 -0.63 0.39
H -0.60 -0.73 0.18 0.26
H 2.08 1.86 0.61 0.14
O -2.75 -1.01 0.18 -0.61
C -3.82 -0.49 -0.22 -0.03
O -3.99 0.54 -0.92 -0.65
H -4.78 -1.01 0.09 0.29
```

The calculation puts the total energy at -1026.1048 Ha. As for the LUMO energy: 2.718 eV. The net charge is -1. The energy above the lowest of the compared OMol25 structures with the same formula, charge and spin comes out at 20.68 kcal/mol. The calculation puts the HOMO energy at -4.22 eV.

---

[3]
Entry from the Open Molecules 2025 dataset: a molecular structure, C18H16MnN2O9Se at a distorted geometry (wB97M-V/def2-TZVPD).

XYZ file:
```
47
Properties=species:S:1:pos:R:3:mulliken_spin:R:1
Mn -2.08 2.27 -0.36 1.02
C 1.87 -0.47 -1.07 0.01
C 3.05 -0.23 -0.09 0.00
C 3.24 -2.73 -0.11 0.00
C 3.63 -1.35 0.37 0.00
C 3.27 1.19 0.33 0.00
C 4.14 1.99 -0.34 0.00
C 4.38 3.33 0.06 0.00
C 3.68 3.79 1.16 0.00
C 2.78 3.05 1.81 0.00
C 2.59 1.76 1.41 0.00
H 1.07 -0.84 -0.53 0.00
H 2.12 -1.16 -1.90 0.00
H 1.51 0.45 -1.54 0.00
H 3.97 -3.44 0.27 0.00
H 3.28 -2.87 -1.23 0.00
H 2.27 -3.02 0.35 0.00
H 4.33 -1.35 1.20 0.00
H 4.76 1.57 -1.19 0.00
H 5.03 3.96 -0.46 0.00
H 3.80 4.79 1.53 0.00
H 2.24 3.31 2.66 0.00
H 1.97 1.14 2.03 0.00
O 0.97 2.52 -2.82 0.03
C 0.02 2.31 -2.24 0.04
N -1.05 1.99 -1.73 0.01
O -1.41 0.29 0.16 -0.02
C -2.62 0.01 0.12 0.00
O -3.39 1.09 0.03 -0.04
C -3.05 -1.44 0.07 0.00
C -3.94 -1.74 -0.91 0.00
C -4.20 -3.14 -1.02 0.00
C -3.61 -4.11 -0.23 0.00
C -2.70 -3.73 0.79 0.00
C -2.39 -2.41 0.91 0.00
N -4.09 -5.52 -0.25 0.00
O -3.55 -6.34 0.41 0.00
O -5.06 -5.76 -0.93 0.00
H -4.53 -1.11 -1.49 0.00
H -4.84 -3.46 -1.82 0.00
H -2.27 -4.47 1.43 0.00
H -1.82 -2.08 1.73 0.00
O -3.19 3.72 -0.68 0.02
Se -2.81 4.58 0.70 0.00
O -3.72 4.50 2.00 0.00
O -1.60 3.26 1.04 -0.06
O -2.04 5.93 0.37 -0.01
```

As for the expectation value of S²: 0.93. The calculation puts the total energy at -5034.3180 Ha. As for the LUMO energy (spin up / spin down): -3.182 / -2.549 eV. The net charge is 0. The multiplicity is 2. The calculation puts the HOMO energy (spin up / spin down) at -9.26 / -9.26 eV.

---

[4]
Entry from the Open Molecules 2025 dataset: a gas-phase ion, C5H10N (charge +1) at a distorted geometry (wB97M-V/def2-TZVPD).

XYZ file:
```
16
Properties=species:S:1:pos:R:3:mulliken_charge:R:1
C 0.79 1.50 0.67 -1.11
C 0.98 -0.04 0.54 -0.94
C 0.18 -0.65 -0.55 0.79
C 0.63 -0.91 -1.79 -0.76
C -1.83 -0.43 0.79 -0.21
N -1.21 -0.70 -0.30 -0.03
H 1.39 1.95 -0.17 0.34
H 0.96 2.06 1.59 0.35
H -0.20 1.82 0.36 0.37
H 0.64 -0.48 1.48 0.33
H 2.04 -0.36 0.54 0.43
H 1.71 -1.07 -1.95 0.28
H -0.04 -0.93 -2.67 0.27
H -2.81 -0.88 0.97 0.29
H -1.43 0.20 1.57 0.28
H -1.79 -1.09 -1.09 0.32
```

As for the SMILES: C=[NH+]C(=C)CC. The calculation puts the total energy at -250.9506 Ha. As for the LUMO energy: -5.663 eV. The net charge is +1. The energy above the lowest of the compared OMol25 structures with the same formula, charge and spin comes out at 34.29 kcal/mol. The calculation puts the HOMO energy at -14.58 eV.

---

[5]
Entry from the Open Molecules 2025 dataset: 2 unconnected molecules or ions with the total composition C3BN3O2 at a distorted geometry (wB97M-V/def2-TZVPD).

XYZ file:
```
9
Properties=species:S:1:pos:R:3:mulliken_charge:R:1
B -2.49 -0.24 -0.40 0.41
C -1.90 0.99 0.19 0.37
C 0.54 -0.55 0.56 0.72
C 2.85 0.09 -0.11 0.35
N -1.23 1.86 0.47 -0.33
N 1.54 -0.03 0.15 -0.30
N 3.92 0.13 -0.47 -0.32
O -0.43 -1.11 0.81 -0.43
O -2.80 -1.13 -1.19 -0.47
```

As for the SMILES: N#CN=C=O.N#CB=O. The calculation puts the total energy at -453.9134 Ha. As for the LUMO energy: -0.405 eV. The net charge is 0. The energy above the lowest of the compared OMol25 structures with the same formula, charge and spin comes out at 7.92 kcal/mol. The calculation puts the HOMO energy at -11.76 eV.

---

[6]
Entry from the Open Molecules 2025 dataset: a molecular structure, C5H7ClF2 at a distorted geometry (wB97M-V/def2-TZVPD).

XYZ file:
```
15
Properties=species:S:1:pos:R:3:mulliken_charge:R:1
C -1.30 -1.65 -1.02 -1.11
C -0.02 -0.99 -0.30 0.23
C 0.17 0.40 0.00 0.35
C 1.16 0.95 1.14 -0.96
C -0.63 1.51 -0.44 0.09
H -1.86 -2.03 -0.16 0.32
H -1.90 -0.93 -1.36 0.39
H -0.98 -2.22 -1.99 0.30
H 0.68 2.05 1.59 0.29
H 2.26 1.17 0.60 0.25
H 1.38 0.12 2.24 0.29
H -1.38 1.20 -1.35 0.21
F -1.61 1.56 0.52 -0.22
F 0.21 2.60 -0.59 -0.24
Cl 1.06 -2.24 0.28 -0.18
```

The calculation puts the total energy at -854.4914 Ha. As for the LUMO energy: 0.780 eV. The net charge is 0. The energy above the lowest of the compared OMol25 structures with the same formula, charge and spin comes out at 74.67 kcal/mol. The calculation puts the HOMO energy at -9.19 eV.